Record 1
Here is C4H6O as an isolated structure from the OMol25 dataset. Energies are from ωB97M-V/def2-TZVPD.

The geometry in XYZ format:
```
11
Properties=species:S:1:pos:R:3:forces:R:3
O 0.816 -1.911 -0.260 -0.21 0.42 0.00
C 0.230 -0.860 -0.231 0.11 -0.18 0.03
C -0.942 -0.440 0.630 -0.04 -0.08 -0.01
C -0.467 0.996 0.878 0.11 -0.13 0.00
C 0.684 0.411 -0.923 0.12 -0.15 -0.06
H -1.899 -0.478 0.097 0.15 0.02 0.04
H -1.005 -1.051 1.536 0.02 0.08 -0.11
H 0.439 0.918 1.511 -0.09 0.02 -0.13
H 0.179 1.335 -0.340 -0.02 0.04 0.04
H 1.767 0.524 -1.003 -0.17 -0.02 0.03
H 0.198 0.556 -1.895 0.01 -0.01 0.16
```
Positions in Å, forces in eV/Å.

The calculation puts the HOMO-LUMO gap at 8.93 eV. The LUMO energy is 0.0018 Eh. The calculation puts the total energy at -231.08726 a.u. The energy above the lowest of the compared OMol25 structures with the same formula, charge and spin is 358.3 kJ/mol.

These are the natural (NBO) partial charges, in e, on atoms 1 to 4: -0.517, 0.592, -0.613, -0.198

***

Record 2
Here is C8H24BeN2O14 as an isolated structure at a distorted geometry from the OMol25 dataset. Energies are from ωB97M-V/def2-TZVPD.

The geometry in XYZ format:
```
49
Properties=species:S:1:pos:R:3:forces:R:3
Be 0.176 0.602 -0.682 0.37 0.81 0.37
N -2.184 2.305 1.607 -2.66 -0.51 -0.40
O -1.154 1.815 1.088 1.88 -0.26 -0.65
O -3.293 1.751 1.344 0.76 0.23 0.06
O -2.147 3.284 2.340 0.72 -0.12 -0.07
N 3.033 2.631 -0.506 2.03 0.07 2.17
O 3.845 1.866 0.088 -0.75 0.15 -0.50
O 2.173 2.108 -1.262 -1.72 -0.55 -0.64
O 3.112 3.849 -0.318 -0.70 -0.77 -0.81
C 2.376 -0.482 -2.960 0.06 -1.47 -1.25
C 2.893 -1.176 -1.651 0.18 1.41 -0.48
O 1.932 -1.187 -0.576 -0.16 0.04 -1.13
O 0.998 -0.105 -2.923 -0.55 0.36 1.55
H 2.412 -1.217 -3.775 0.04 -0.52 0.33
H 2.986 0.284 -3.440 0.19 0.61 1.25
H 3.738 -0.609 -1.259 0.12 0.10 -0.34
H 3.226 -2.189 -1.876 -0.25 -0.07 -0.06
H 2.534 -1.380 0.152 -0.68 0.51 0.68
H 0.846 0.504 -3.652 -0.04 0.22 0.21
C -1.101 -3.718 1.425 -1.30 0.32 1.32
C -0.457 -2.844 0.398 0.27 -0.45 -0.90
O -1.101 -1.568 0.166 0.80 -0.68 0.59
O -0.977 -3.332 2.794 0.65 -0.11 -0.44
H -0.736 -4.740 1.343 0.18 0.07 -0.01
H -2.188 -3.750 1.271 -0.05 -0.22 -0.64
H -0.537 -3.423 -0.529 0.17 0.04 -0.17
H 0.606 -2.729 0.587 -0.14 0.42 0.10
H -2.023 -1.840 0.073 -0.22 0.84 -0.18
H -1.313 -2.435 2.886 0.08 0.07 0.13
C 0.835 -0.348 2.634 -0.87 -0.98 0.58
C -0.539 -0.058 3.293 1.30 1.53 -0.93
O -0.550 -0.798 4.491 -0.35 -0.43 -0.05
O 1.264 0.480 1.557 -0.54 -0.28 -0.48
H 0.765 -1.372 2.269 0.32 0.00 -0.19
H 1.524 -0.374 3.479 0.40 0.29 -0.25
H -1.358 -0.261 2.599 -0.11 -0.13 0.15
H -0.507 1.019 3.484 -0.52 0.03 0.14
H -1.467 -0.889 4.769 0.07 0.06 0.21
H 1.824 1.206 1.855 -0.11 0.11 -0.08
C -1.654 2.515 -2.659 0.64 -1.14 0.89
C -2.582 1.546 -1.999 -1.99 -0.02 -1.63
O -1.934 0.281 -1.880 1.08 0.18 1.50
O -0.592 2.699 -1.680 -0.53 0.10 -1.34
H -2.144 3.431 -2.984 0.17 0.15 0.23
H -1.240 1.988 -3.522 0.18 0.37 -0.17
H -3.422 1.343 -2.675 -0.14 0.32 -0.04
H -3.057 1.924 -1.094 0.67 -0.44 0.52
H -2.120 -0.224 -2.675 0.29 -0.11 0.01
H -0.723 3.617 -1.417 0.76 -0.15 0.85
```
Positions in Å, forces in eV/Å.

The calculation puts the HOMO-LUMO gap at 7.22 eV. The LUMO energy is -0.0489 Eh. The calculation puts the total energy at -1496.41970 a.u. The energy above the lowest of the compared OMol25 structures with the same formula, charge and spin is 174.2 kJ/mol.

These are the natural (NBO) partial charges, in e, on atoms 1 to 4: 1.642, 0.713, -0.633, -0.558

***

Record 3
Here is a 9-piece molecular cluster, C48H128BF4N8O16 overall at a distorted geometry from the OMol25 dataset. Energies are from ωB97M-V/def2-TZVPD.

The geometry in XYZ format:
```
205
Properties=species:S:1:pos:R:3:forces:R:3
C 1.180 -1.451 -5.317 0.27 -0.88 -1.11
O 1.478 -2.214 -4.150 -0.28 0.27 -0.04
C 2.794 -2.652 -4.079 0.68 -0.33 -0.22
C 2.849 -3.842 -3.133 0.68 0.63 0.23
N 2.560 -3.362 -1.731 -0.51 -0.96 -0.28
H 3.345 -2.781 -1.441 0.17 -0.33 0.46
H 1.760 -2.713 -1.715 -0.24 -0.06 -0.16
C 2.274 -4.556 -0.810 0.45 0.77 -1.55
C 2.212 -4.090 0.608 -0.41 -0.60 1.13
O 3.314 -3.262 0.897 0.78 0.61 -0.58
C 4.016 -3.481 2.126 -0.51 -1.08 0.20
H 1.728 -0.521 -5.498 0.04 0.21 0.90
H 0.107 -1.297 -5.376 0.04 0.10 0.26
H 1.486 -2.056 -6.177 -0.30 -0.09 -0.13
H 3.434 -1.812 -3.776 0.22 -0.13 0.39
H 3.247 -2.996 -5.017 -0.47 0.03 -0.32
H 3.825 -4.323 -3.052 0.24 0.39 -0.26
H 2.208 -4.654 -3.473 -0.65 0.35 0.38
H 3.030 -5.325 -0.975 0.43 0.41 0.04
H 1.392 -4.965 -1.304 -0.48 -0.03 0.84
H 2.226 -4.995 1.225 -0.02 0.02 0.11
H 1.276 -3.568 0.818 0.04 0.13 -0.12
H 3.264 -3.715 2.879 0.21 0.29 0.35
H 4.639 -2.638 2.414 -0.44 0.39 -0.30
H 4.700 -4.333 2.093 -0.11 -0.16 -0.41
C -1.047 -5.047 -2.745 -1.48 0.01 0.22
O -0.419 -6.316 -2.874 1.28 0.46 -0.50
C -1.188 -7.416 -2.452 -0.56 0.14 -0.30
C -1.060 -8.666 -3.340 0.82 0.50 -0.75
N 0.352 -9.247 -3.425 -0.29 0.38 0.48
H 0.673 -9.228 -2.457 0.38 -0.36 0.00
H 0.329 -10.231 -3.704 0.06 -0.13 -0.02
C 1.437 -8.582 -4.267 -0.75 0.55 0.11
C 2.717 -9.291 -3.991 1.43 -1.97 0.07
O 2.458 -10.679 -4.204 -0.75 0.40 -0.26
C 3.592 -11.529 -4.092 0.57 -0.38 0.61
H -0.553 -4.205 -3.226 0.61 -0.51 -0.25
H -1.243 -4.730 -1.715 0.35 -0.32 0.26
H -2.043 -5.117 -3.193 0.00 0.11 -0.19
H -2.236 -7.116 -2.563 -0.16 -0.35 0.30
H -0.980 -7.604 -1.395 -0.09 -0.32 0.00
H -1.332 -8.457 -4.373 -0.18 0.17 0.06
H -1.715 -9.453 -2.970 0.09 -0.01 0.12
H 1.414 -7.525 -4.010 0.21 -0.03 0.09
H 1.216 -8.667 -5.330 -0.44 -0.26 0.12
H 3.143 -9.210 -2.984 -0.34 0.53 0.26
H 3.527 -9.008 -4.668 -0.22 0.51 -0.17
H 4.444 -11.165 -4.668 -0.10 0.11 -0.11
H 3.361 -12.544 -4.406 -0.41 0.25 -0.36
H 3.890 -11.645 -3.045 0.07 0.33 0.07
C 0.553 1.765 1.524 0.13 -0.32 -1.01
O -0.111 2.912 2.053 0.65 0.60 -0.02
C -0.655 2.629 3.311 -2.20 1.49 0.24
C -1.383 3.866 3.936 1.40 0.08 -1.86
N -0.387 5.054 3.875 -0.56 -0.09 1.06
H 0.332 4.776 3.202 0.47 -0.18 0.39
H -0.902 5.779 3.388 0.15 0.39 0.31
C 0.152 5.591 5.198 0.75 0.89 0.08
C 0.804 4.523 6.024 0.26 -0.08 1.25
O 1.957 4.113 5.364 -0.15 -0.97 -1.46
C 2.877 3.341 6.098 1.39 0.04 0.35
H 0.866 1.901 0.486 0.16 0.88 0.14
H -0.126 0.930 1.325 -0.13 -0.15 0.95
H 1.445 1.539 2.108 -0.19 -0.28 0.16
H 0.057 2.386 4.104 0.25 -0.91 -0.46
H -1.520 1.990 3.109 0.48 -0.93 0.76
H -1.732 3.535 4.910 0.11 0.77 0.26
H -2.162 4.278 3.300 -0.51 -0.80 0.10
H -0.582 6.204 5.722 -0.66 -0.76 -0.04
H 0.916 6.356 5.034 0.14 -0.27 -0.77
H 0.110 3.705 6.266 0.11 -0.11 -0.06
H 1.168 4.930 6.977 -0.77 0.35 0.10
H 2.605 2.348 6.472 -0.99 0.15 -0.09
H 3.275 3.906 6.945 -0.16 0.05 0.08
H 3.728 3.137 5.448 -0.07 0.30 -0.18
C 3.049 0.946 -2.269 -0.04 -0.87 -0.25
O 4.272 1.606 -2.535 0.66 0.11 0.04
C 4.994 1.267 -3.745 -1.18 0.73 0.70
C 6.395 1.807 -3.606 1.15 -0.80 0.20
N 7.040 1.269 -2.356 0.03 1.03 2.01
H 6.443 1.488 -1.554 -0.48 0.19 -0.31
H 7.163 0.264 -2.230 0.11 -0.19 -1.17
C 8.378 1.898 -1.961 1.01 -1.69 -0.99
C 9.341 1.676 -3.146 -1.19 0.49 0.40
O 9.263 0.339 -3.609 -0.38 1.10 0.55
C 10.299 0.083 -4.582 0.11 -0.34 1.05
H 2.454 1.530 -1.570 0.12 0.25 -0.14
H 3.183 -0.032 -1.795 0.36 0.03 0.13
H 2.450 0.706 -3.151 0.03 0.46 -0.21
H 4.485 1.789 -4.556 0.19 -0.22 -0.35
H 4.959 0.190 -3.915 0.21 -0.09 -0.05
H 6.514 2.888 -3.541 -0.59 0.05 0.14
H 7.077 1.505 -4.401 -0.44 -0.23 -0.29
H 8.738 1.299 -1.124 -0.22 0.29 0.30
H 8.277 2.954 -1.731 -0.21 -0.06 0.06
H 10.335 2.002 -2.842 0.16 -0.13 -0.13
H 8.922 2.392 -3.859 0.73 -0.06 -0.75
H 10.239 0.803 -5.396 0.03 -0.27 -0.20
H 10.166 -0.963 -4.843 0.01 0.20 -0.51
H 11.242 0.164 -4.038 0.19 0.11 -0.39
C -7.155 7.711 4.118 -1.39 -0.32 0.48
O -6.653 7.022 2.956 0.65 0.60 -0.43
C -6.000 7.950 2.079 0.13 -1.08 1.05
C -5.565 7.234 0.811 -0.10 -0.31 0.56
N -4.646 6.041 1.072 -0.90 -0.81 -1.67
H -4.554 5.624 0.141 0.30 0.26 -0.15
H -3.693 6.296 1.304 -0.10 0.07 0.56
C -5.184 4.857 1.845 0.98 -0.43 0.54
C -4.691 3.560 1.205 0.20 -0.47 -1.61
O -3.290 3.687 0.911 -0.11 0.77 0.78
C -2.746 2.733 0.012 -0.11 -0.94 0.14
H -8.196 7.392 4.167 -0.04 0.23 0.27
H -7.146 8.802 4.086 0.17 -0.02 -0.59
H -6.700 7.452 5.075 0.50 -0.44 -0.35
H -5.131 8.271 2.663 0.18 0.72 -0.48
H -6.697 8.761 1.871 0.35 0.25 -0.35
H -4.976 7.840 0.122 -0.35 0.35 0.06
H -6.411 6.773 0.300 -0.11 0.28 -0.06
H -6.270 4.902 1.839 0.07 0.16 0.32
H -4.741 4.992 2.829 -0.65 -0.24 0.30
H -5.202 3.336 0.257 -0.12 0.73 -0.29
H -4.967 2.624 1.700 0.37 0.36 1.02
H -3.329 2.685 -0.911 0.01 0.01 -0.02
H -2.701 1.740 0.467 -0.34 -0.05 -0.02
H -1.709 2.958 -0.218 -0.15 0.50 0.07
C -4.274 -1.293 -1.859 1.34 0.00 -0.39
O -5.476 -1.914 -1.440 -0.64 0.82 -0.72
C -5.285 -3.171 -0.891 0.52 -0.59 0.35
C -6.526 -3.747 -0.231 -0.71 -0.03 -1.24
N -7.592 -4.113 -1.282 1.00 -0.06 -0.02
H -7.122 -4.664 -2.005 -0.12 0.26 -0.41
H -8.238 -4.806 -0.899 -0.34 0.32 0.24
C -8.355 -2.924 -1.893 -0.32 -1.65 0.41
C -9.426 -3.534 -2.830 0.33 0.86 -1.38
O -8.810 -4.375 -3.795 -0.20 -0.98 0.51
C -8.090 -3.738 -4.850 0.16 0.56 1.08
H -4.289 -0.598 -2.702 -1.47 0.36 0.30
H -3.552 -1.964 -2.338 -0.01 -0.68 0.80
H -3.814 -0.778 -1.015 0.21 -0.15 0.01
H -4.506 -3.159 -0.116 0.00 0.09 0.05
H -4.916 -3.861 -1.664 -0.06 -0.15 0.00
H -7.015 -3.062 0.456 0.18 -0.05 0.16
H -6.253 -4.690 0.238 -0.05 0.11 0.25
H -7.626 -2.324 -2.427 -0.04 0.14 0.22
H -8.717 -2.471 -0.973 -0.42 0.64 -0.48
H -9.940 -2.775 -3.427 0.03 0.59 0.54
H -10.234 -4.059 -2.325 0.34 -0.41 0.21
H -7.730 -4.498 -5.537 -0.13 -0.06 0.07
H -7.251 -3.233 -4.356 0.37 0.12 -0.56
H -8.668 -2.976 -5.375 -0.25 -0.17 -0.03
C 1.128 -1.376 2.956 -0.32 0.08 -0.49
O 2.207 -1.443 3.860 -0.18 -0.60 1.18
C 2.588 -0.346 4.665 0.42 -0.05 -0.85
C 3.489 -0.868 5.785 -0.72 0.87 0.60
N 2.768 -1.748 6.754 0.27 -2.01 -1.91
H 1.945 -1.289 7.149 0.43 0.11 0.94
H 2.324 -2.505 6.223 -0.06 0.10 -0.28
C 3.653 -2.544 7.726 -0.87 1.06 0.28
C 2.703 -3.421 8.481 -1.16 -0.38 1.41
O 1.613 -2.636 8.972 0.80 0.39 -0.94
C 0.656 -3.343 9.749 -0.38 -0.12 0.23
H 0.809 -2.404 2.793 0.12 0.02 -0.17
H 1.422 -0.927 2.004 0.15 -0.15 -0.04
H 0.225 -0.846 3.276 0.25 0.19 0.58
H 1.751 0.265 5.017 -0.20 -0.18 0.10
H 3.220 0.270 4.017 0.05 0.51 0.36
H 3.791 -0.079 6.475 0.55 0.40 -0.70
H 4.338 -1.354 5.312 0.03 -0.33 0.47
H 4.157 -1.811 8.352 -0.01 -0.12 0.12
H 4.381 -3.137 7.176 -0.08 0.19 -0.27
H 3.223 -3.871 9.330 0.17 -0.16 -0.10
H 2.256 -4.224 7.887 0.42 -0.16 -0.34
H 0.017 -4.036 9.192 0.33 0.01 -0.46
H -0.010 -2.571 10.128 0.16 -0.13 0.40
H 1.143 -3.923 10.533 -0.05 0.26 0.22
C -0.356 3.166 -2.626 0.24 -1.57 0.07
O -0.635 4.327 -1.844 0.24 -0.23 -0.41
C 0.486 4.681 -1.095 0.81 1.56 0.59
C 0.062 5.806 -0.133 0.48 -0.75 -0.13
N -0.794 6.850 -0.782 -0.55 0.09 0.61
H -1.558 6.428 -1.317 0.04 -0.27 0.05
H -1.183 7.295 0.046 -0.64 0.45 -0.47
C -0.217 7.972 -1.626 1.16 0.27 -0.18
C -1.256 8.472 -2.592 -0.72 -0.39 0.07
O -2.359 8.893 -1.813 0.19 -0.21 -0.15
C -3.293 9.777 -2.432 -1.48 0.05 -0.61
H -0.137 2.298 -1.991 0.22 0.23 0.44
H 0.505 3.263 -3.290 -0.09 0.52 -0.08
H -1.198 2.763 -3.186 -0.36 0.97 -0.12
H 1.339 5.086 -1.651 -0.25 -0.19 -0.78
H 0.937 3.873 -0.515 -0.41 -0.23 0.16
H 0.880 6.347 0.344 0.31 -0.19 -0.34
H -0.484 5.327 0.684 -0.56 0.25 -0.17
H 0.604 7.570 -2.219 0.18 -0.01 0.28
H 0.124 8.725 -0.918 0.14 0.03 -0.15
H -1.438 7.581 -3.214 -0.78 0.09 -0.17
H -0.946 9.232 -3.311 0.55 0.19 0.39
H -3.692 9.442 -3.394 0.54 -0.50 -0.11
H -2.995 10.811 -2.608 0.67 -0.10 0.47
H -4.191 9.774 -1.814 0.26 0.19 0.34
B -0.417 -1.039 -1.071 -0.35 -0.09 -0.63
F -1.083 -1.665 -2.124 -0.56 -0.28 0.28
F 0.825 -0.688 -1.607 1.04 0.44 0.28
F -1.113 0.121 -0.648 0.15 -0.18 0.11
F -0.200 -1.917 0.007 -0.13 0.02 0.11
```
Positions in Å, forces in eV/Å.

The calculation puts the HOMO-LUMO gap at 7.17 eV. The LUMO energy is -0.4811 Eh. The calculation puts the total energy at -3969.03050 a.u. As for the charge: +7. The energy above the lowest of the compared OMol25 structures with the same formula, charge and spin is 484.9 kJ/mol.

These are the Mulliken partial charges, in e, on atoms 1 to 4: -0.978, 0.003, -0.204, -0.484

***

Record 4
Here is a 3-piece molecular cluster, C5H8Cl2N3O overall at a distorted geometry from the OMol25 dataset. Energies are from ωB97M-V/def2-TZVPD.

The geometry in XYZ format:
```
19
Properties=species:S:1:pos:R:3:forces:R:3
C 0.048 -0.221 1.755 -0.70 0.05 -1.36
C 0.833 -0.045 -0.359 0.42 0.81 1.54
C -1.145 -0.872 1.321 0.30 0.37 0.57
C -1.258 -1.011 -0.016 -1.95 -1.13 -0.57
C -2.424 2.329 -0.064 3.41 0.21 -2.82
N 0.985 0.270 0.931 -0.75 -1.23 0.87
N -0.282 -0.612 -0.812 1.24 -0.18 -0.89
N 1.836 0.196 -1.172 2.41 0.37 1.22
O -2.155 1.185 -0.419 -0.85 2.82 0.90
Cl -2.612 -1.695 -0.868 0.77 0.20 0.76
Cl 4.917 -1.811 -0.453 -0.92 -0.44 0.35
H 0.171 -0.048 2.796 0.27 0.24 0.73
H -2.009 -1.122 1.939 0.65 -0.02 0.10
H 3.886 -2.487 0.007 0.88 0.46 -0.34
H -1.775 3.278 -0.342 -0.42 -1.92 0.31
H -3.271 2.687 0.401 -2.48 -0.16 1.52
H -0.265 -0.828 -1.784 -0.62 -0.33 -0.79
H 2.761 0.414 -0.737 -1.37 -0.14 -0.49
H 1.759 0.392 -2.125 -0.29 0.03 -1.62
```
Positions in Å, forces in eV/Å.

The calculation puts the HOMO-LUMO gap at 9.44 eV. The LUMO energy is -0.1598 Eh. The calculation puts the total energy at -1354.94747 a.u. As for the charge: +1. The energy above the lowest of the compared OMol25 structures with the same formula, charge and spin is 0.0 kJ/mol.

These are the natural (NBO) partial charges, in e, on atoms 1 to 4: 0.184, 0.618, -0.355, 0.315

***

Record 5
Here is the molecule CH4S at a distorted geometry from the OMol25 dataset. Energies are from ωB97M-V/def2-TZVPD.

The geometry in XYZ format:
```
6
Properties=species:S:1:pos:R:3:forces:R:3
C 0.263 -0.319 0.332 -3.58 0.89 2.60
S -1.180 0.505 -0.465 2.69 2.38 -2.58
H 0.032 -0.081 1.443 1.87 -0.06 -1.76
H 1.146 -0.239 -0.209 1.74 0.96 -0.13
H 0.006 -1.322 0.264 -0.39 -2.12 -0.13
H -0.267 1.455 -1.365 -2.34 -2.04 2.01
```
Positions in Å, forces in eV/Å.

The calculation puts the HOMO-LUMO gap at 9.60 eV. The LUMO energy is 0.0243 Eh. The calculation puts the total energy at -438.63008 a.u. The energy above the lowest of the compared OMol25 structures with the same formula, charge and spin is 111.7 kJ/mol. As for the structure (SMILES): CS.

These are the natural (NBO) partial charges, in e, on atoms 1 to 4: -0.725, -0.090, 0.230, 0.232

***

Record 6
Here is C5H8O2 as an isolated structure at a distorted geometry from the OMol25 dataset. Energies are from ωB97M-V/def2-TZVPD.

The geometry in XYZ format:
```
15
Properties=species:S:1:pos:R:3:forces:R:3
O 2.179 -0.974 0.199 0.18 -0.24 -0.34
C 1.291 -0.021 -0.250 -1.39 -0.58 -2.52
C 0.189 0.190 0.752 -0.13 -0.42 0.24
C -0.866 1.153 0.167 0.10 0.11 -0.17
C -1.618 -0.106 -0.294 0.90 -0.54 -2.36
C -0.878 -0.969 0.638 0.99 -0.10 0.23
O -0.909 -2.093 1.064 -0.30 0.66 -0.07
H 2.982 -0.945 -0.333 -0.09 -0.06 0.06
H 0.527 -0.356 -1.388 2.71 0.41 2.49
H 1.781 0.852 -0.684 0.04 0.29 0.61
H 0.497 0.299 1.793 0.39 0.34 -0.19
H -1.297 1.843 0.901 -0.25 -0.45 -0.13
H -0.524 1.740 -0.691 0.09 0.09 0.27
H -0.710 -0.415 -1.232 -3.36 0.51 1.88
H -2.644 -0.200 -0.641 0.12 -0.02 0.00
```
Positions in Å, forces in eV/Å.

The calculation puts the HOMO-LUMO gap at 9.49 eV. The LUMO energy is 0.0233 Eh. The calculation puts the total energy at -345.66999 a.u. The energy above the lowest of the compared OMol25 structures with the same formula, charge and spin is 354.3 kJ/mol.

These are the natural (NBO) partial charges, in e, on atoms 1 to 4: -0.690, 0.062, -0.391, -0.404